Density functional theory data (the ωB97M-V functional and the def2-TZVPD basis) for C23H22InN2O4 as an isolated structure.

CARTESIAN COORDINATES (ANGSTROEM)
O (0.020637, -2.046248, -0.991231)
H (-2.689477, 1.761691, 3.205495)
In (0.156624, -0.302875, 0.197259)
C (-1.981061, -5.067659, -0.819859)
O (-1.042853, -2.365149, 3.787756)
C (-1.026986, -2.844716, -0.973148)
C (-2.392062, -0.908200, -1.360154)
C (1.396984, 1.551763, -2.198758)
C (-0.903409, -4.214155, -0.684029)
C (-1.324816, -1.933131, 2.677847)
C (4.453281, -0.120554, -0.679166)
C (3.076195, 0.220579, -0.797893)
H (1.402057, 2.342063, -2.963508)
H (-1.861428, -6.119993, -0.588794)
C (5.085548, 1.427815, -2.408385)
H (-0.801602, 2.731327, -2.655043)
H (-2.997019, 1.847447, -2.630908)
H (-4.354437, -2.843982, -1.760625)
C (-3.222728, -4.595411, -1.238105)
H (-2.278020, -0.461066, -0.339924)
C (-2.318167, -2.368984, -1.323646)
H (-0.807546, 1.264632, -3.652131)
C (-1.876532, 1.899105, 2.506009)
H (6.457563, 0.156959, -1.338236)
H (-2.967384, -0.726999, 1.995018)
C (-1.926479, 2.740737, 1.340185)
H (3.489415, 2.509245, -3.298904)
O (2.255016, -0.331750, 0.026490)
C (-0.871238, 1.638144, -2.625611)
H (-2.985108, -2.399757, 1.401338)
H (1.188683, 1.829631, 1.415552)
H (4.699291, -0.860721, 0.071559)
H (5.852843, 1.893434, -3.012926)
H (-4.056159, -5.274929, -1.363636)
H (0.064879, -4.563750, -0.347828)
H (-2.298266, 1.501779, -1.023087)
O (-0.451913, -1.577291, 1.793606)
C (5.422074, 0.454133, -1.457144)
C (-3.386036, -3.239646, -1.475335)
C (2.732326, 1.172381, -1.802694)
C (0.110007, 1.694932, 1.384175)
C (-2.786781, -1.769091, 2.270043)
C (-2.250360, 1.259615, -2.093319)
N (-2.480506, -0.141406, -2.351101)
C (3.765520, 1.764268, -2.559430)
H (-0.435772, 3.183891, -0.207652)
C (-0.738253, 2.638437, 0.675278)
C (-0.649717, 1.304039, 2.563833)
H (-0.285260, 0.623810, 3.319662)
H (-3.440767, -2.054116, 3.090116)
H (-2.781797, 3.331177, 1.038387)
N (0.254396, 1.082745, -1.865999)

Cartesian forces, eV/Å:
O -0.14 0.51 0.33
H 0.03 -0.04 0.01
In 0.27 0.00 0.07
C -0.07 0.01 0.00
O 0.02 0.01 -0.15
C -0.32 -0.27 -0.23
C -0.05 0.25 0.50
C -0.31 0.05 -0.23
C 0.15 0.18 0.00
C -0.23 0.21 0.25
C -0.05 -0.04 0.07
C 0.18 0.11 -0.04
H 0.01 -0.04 -0.02
H 0.02 0.00 -0.02
C 0.15 0.01 -0.02
H 0.06 -0.02 0.01
H 0.03 0.06 0.01
H 0.00 0.00 0.00
C -0.04 -0.07 -0.03
H -0.01 0.05 -0.12
C 0.37 -0.27 0.01
H 0.02 0.04 0.00
C -0.04 0.07 0.03
H -0.01 -0.01 0.04
H -0.01 -0.03 -0.01
C -0.04 -0.01 -0.02
H -0.02 -0.02 -0.02
O -0.28 -0.10 0.04
C -0.24 0.09 -0.15
H -0.04 0.02 -0.03
H 0.01 -0.06 0.00
H -0.01 -0.01 -0.01
H -0.04 0.02 -0.01
H 0.00 0.00 0.03
H -0.02 -0.05 -0.04
H -0.10 0.02 -0.06
O 0.28 0.02 -0.32
C -0.09 0.07 -0.05
C -0.02 0.10 0.03
C 0.29 -0.13 0.14
C -0.15 -0.45 -0.24
C 0.21 -0.07 -0.04
C 0.16 0.08 0.14
N -0.01 -0.26 -0.37
C -0.10 0.01 0.03
H -0.08 -0.03 -0.01
C 0.08 0.17 0.08
C 0.09 0.08 0.07
H -0.08 0.00 0.00
H -0.01 0.00 0.01
H 0.02 0.02 -0.03
N 0.13 -0.24 0.36

Calculated values
energy relative to the best compared isomer or geometry (same formula, charge and spin) = 83.6 kJ/mol
largest force on an atom = 0.62 eV/Å
frontier orbital gap = 7.8 eV
net charge = -1
multiplicity = 1

Density functional theory data (the ωB97M-V functional and the def2-TZVPD basis) for a 2-piece molecular cluster, CH4O3 overall in a non-equilibrium geometry.

CARTESIAN COORDINATES (ANGSTROEM)
O (-1.103540, 1.028859, -0.123145)
H (-1.132528, -0.678977, 1.109790)
H (-0.356944, -0.869341, -0.479890)
O (3.486464, 0.508353, 0.138119)
O (2.576772, -0.175897, -0.269910)
H (-0.164818, 1.276772, -0.062430)
C (-1.177348, -0.373026, 0.052161)
H (-2.128057, -0.716740, -0.364692)

Cartesian forces, eV/Å:
O 0.60 0.23 0.10
H -0.03 0.18 -0.19
H -0.18 -0.09 0.03
O -0.78 -0.59 -0.35
O 0.75 0.60 0.35
H -0.60 -0.05 0.00
C 0.09 -0.37 0.00
H 0.15 0.08 0.06

Calculated values
energy relative to the best compared isomer or geometry (same formula, charge and spin) = 583.2 kJ/mol
largest force on an atom = 1.04 eV/Å
frontier orbital gap = 7.9 eV
structure (SMILES) = O=O.CO
net charge = 0
multiplicity = 1

Density functional theory data (the ωB97M-V functional and the def2-TZVPD basis) for a single C22H27N7OS molecule in a non-equilibrium geometry.

CARTESIAN COORDINATES (ANGSTROEM)
N (-3.147645, 2.880653, 1.078096)
H (1.895147, 3.842732, 4.806754)
H (0.258086, 1.432863, -2.169300)
C (0.837813, -5.034676, -3.847798)
N (1.095432, -0.386939, -1.680764)
C (2.580346, -6.016368, -2.498930)
H (3.493321, -4.751456, -1.016023)
H (-3.843830, -1.900485, 2.485755)
C (0.224034, 3.816296, 0.398168)
S (0.168805, -2.341647, -3.344474)
H (-1.915283, 1.009773, -1.044171)
C (0.738462, -0.003868, 0.700264)
H (-3.005610, 0.842792, 2.590392)
H (0.099729, -5.104830, -4.631773)
H (-2.741699, -1.006382, 5.193301)
N (-3.223817, 4.128017, 0.633927)
H (0.448110, -1.053596, 0.860930)
H (1.510919, -7.048599, -4.041789)
N (-1.185441, 3.624846, 0.593845)
H (2.103315, 1.062416, -0.597663)
C (-3.025296, -1.787682, 3.199568)
H (3.187611, -6.875479, -2.255267)
H (1.209547, 0.371617, 1.609518)
H (-2.656389, -2.787341, 3.441021)
C (1.186810, -1.685180, -2.026381)
C (-3.548436, -1.138827, 4.475223)
H (-0.103283, 4.767071, 3.235874)
C (1.741686, 0.040184, -0.455914)
C (0.971281, 3.673427, 1.684324)
C (-2.383912, 0.289306, 1.886840)
C (-1.262063, 1.249854, 1.454686)
C (-1.890983, -0.998104, 2.541901)
C (2.759321, -4.838460, -1.801150)
C (2.573320, 2.934832, 2.944612)
N (-0.387811, 0.844079, 0.362513)
H (-1.135334, -0.761648, 3.295683)
H (-0.539411, 0.027735, -2.907144)
H (0.339452, 4.820369, -0.023226)
C (1.973278, -3.738222, -2.122540)
C (1.631924, -6.116652, -3.510704)
C (-1.876412, 2.552312, 1.060672)
H (3.479473, 2.392800, 3.127396)
H (2.581167, -0.625550, -0.260771)
O (2.097594, 2.929290, 1.686901)
N (-2.080376, 4.584519, 0.344651)
H (-4.310729, -1.767201, 4.929586)
C (-1.062093, 0.363683, -0.828339)
N (2.029537, -2.513212, -1.522282)
H (-1.422823, -1.637292, 1.790524)
H (-3.010879, 0.055047, 1.026006)
C (1.014603, -3.856063, -3.151487)
C (0.719508, 4.150176, 2.937161)
H (0.599792, 3.069432, -0.307094)
C (1.767218, 3.665613, 3.759171)
C (-0.070672, 0.402939, -1.996999)
H (-0.612097, 1.440654, 2.320520)
H (-1.424666, -0.671484, -0.712652)
H (-3.991174, -0.167653, 4.270881)

Cartesian forces, eV/Å:
N 0.15 -1.04 0.35
H 0.10 -0.01 0.23
H -0.09 -0.05 -0.04
C -0.04 -0.02 -0.03
N 0.04 0.38 0.05
C 0.05 -0.07 0.02
H 0.09 0.00 0.09
H -0.02 -0.10 -0.06
C 0.65 0.15 -0.18
S 0.28 0.03 0.34
H -0.05 -0.03 -0.03
C 0.33 -0.02 -0.12
H -0.09 0.00 -0.05
H -0.06 -0.06 -0.09
H 0.06 0.04 0.11
N -0.80 0.63 -0.15
H 0.03 0.05 0.03
H 0.00 -0.08 -0.04
N -0.95 -0.90 0.35
H 0.00 -0.03 0.05
C 0.21 0.09 0.11
H 0.05 -0.07 0.02
H 0.00 -0.02 0.02
H -0.07 -0.03 -0.07
C -0.28 -0.50 -0.76
C -0.01 -0.13 -0.20
H -0.23 0.13 -0.01
C 0.17 -0.08 0.46
C -0.55 0.46 0.45
C 0.39 -0.02 0.16
C -0.27 -0.20 0.15
C -0.22 -0.04 -0.19
C -0.04 0.10 0.00
C 0.00 0.21 0.85
N 0.01 -0.11 0.03
H 0.11 -0.03 0.02
H 0.03 0.11 0.00
H -0.03 -0.17 0.03
C -0.44 -0.44 -0.62
C -0.06 -0.11 -0.10
C 0.29 0.58 -0.15
H 0.13 -0.10 -0.08
H -0.03 0.12 -0.02
O 0.01 -0.13 -0.52
N 0.85 0.95 -0.42
H -0.09 0.01 0.11
C 0.09 0.12 -0.25
N 0.36 0.43 0.68
H 0.11 0.02 0.02
H -0.11 0.03 -0.01
C 0.19 0.12 0.24
C 0.03 -0.17 -0.66
H -0.07 0.18 0.07
C 0.38 -0.32 -0.23
C -0.41 -0.03 0.06
H -0.04 -0.03 -0.07
H -0.05 0.04 0.00
H -0.07 0.12 0.06

Calculated values
energy relative to the best compared isomer or geometry (same formula, charge and spin) = 49.3 kJ/mol
largest force on an atom = 1.36 eV/Å
frontier orbital gap = 8.5 eV
structure (SMILES) = CCCC[C@H](c1nnnn1Cc1ccco1)N1CCN(c2nc3ccccc3s2)CC1
net charge = 0
multiplicity = 1

Density functional theory data (the ωB97M-V functional and the def2-TZVPD basis) for a single C5H7ClN2 molecule in a non-equilibrium geometry.

CARTESIAN COORDINATES (ANGSTROEM)
Cl (-2.638143, -0.410838, -0.564636)
H (0.044630, -0.343178, 1.842196)
H (-0.887897, -1.895519, 1.087442)
H (2.972176, -0.561436, -0.132358)
C (0.026617, -0.665840, -1.317628)
C (-0.084220, 2.370619, -0.471245)
N (1.269886, -0.962348, -0.962864)
C (-0.606294, 1.295091, -0.238227)
H (-1.954716, -0.136997, 1.777591)
H (0.042418, 3.488866, -0.218606)
N (2.058439, -0.532511, 0.076760)
C (-0.951962, -0.692499, 1.258327)
C (-0.867507, -0.106602, -0.328038)
H (1.884175, 0.431260, 0.469467)
H (-0.307600, -1.278066, -2.278177)

Cartesian forces, eV/Å:
Cl -0.50 0.16 -1.86
H -2.39 -0.96 -1.23
H -0.70 3.04 0.98
H 3.77 -0.76 -1.39
C 3.50 -4.18 -0.03
C -0.81 2.30 1.80
N -0.59 0.71 -2.12
C 0.99 1.58 -1.06
H 3.08 -2.13 -1.49
H 0.05 -2.51 -0.95
N -5.47 1.95 1.40
C 1.99 0.18 0.12
C -2.91 0.33 4.04
H -0.43 -1.35 -0.50
H 0.40 1.64 2.27

Calculated values
energy relative to the best compared isomer or geometry (same formula, charge and spin) = 591.3 kJ/mol
largest force on an atom = 5.97 eV/Å
frontier orbital gap = 9.8 eV
structure (SMILES) = C#C[C@@](C)(Cl)/C=N\N
net charge = 0
multiplicity = 1